This record from the Open Molecules 2025 dataset describes a 4-piece molecular cluster, C31H73BN4O13PS overall at a distorted geometry. The level of theory is ωB97M-V/def2-TZVPD.

Atoms and positions in Å:
1 C 1.00873 -5.76697 1.65456
2 C 1.28808 -7.06266 0.97290
3 O 1.31963 -8.12957 1.53549
4 O 1.62690 -7.00382 -0.35903
5 C 0.70048 -6.47143 -1.23389
6 O -0.45802 -6.35549 -0.89148
7 C 1.24906 -6.19554 -2.58234
8 P 1.54753 -4.37919 -3.14857
9 S 2.05030 -3.72745 -1.03007
10 O -0.14847 -4.05808 -2.97941
11 C -0.49971 -3.23387 -4.05224
12 C -2.00128 -2.90406 -4.12351
13 C -2.79806 -3.21483 -2.82898
14 C -3.71671 -2.02698 -2.50329
15 C -3.68697 -4.45167 -3.03799
16 C 0.50398 -2.05670 -3.97805
17 C 0.59442 -1.29195 -5.29796
18 C 1.83047 -0.38488 -5.33867
19 C 1.56240 1.01761 -5.87584
20 O 2.83987 -1.01088 -6.15215
21 B -0.01661 -1.08728 -2.80564
22 N -0.53792 0.25227 -3.15255
23 O -0.02124 -1.43146 -1.46601
24 O 1.73378 -2.73199 -3.73143
25 H 0.20096 -5.24909 1.13846
26 H 0.77202 -5.96034 2.69627
27 H 1.87813 -5.11140 1.57359
28 H 2.17958 -6.75589 -2.69499
29 H 0.51168 -6.61868 -3.26721
30 H 1.37914 -4.87474 -4.48928
31 H 2.95402 -4.56349 -3.31766
32 H 3.29771 -3.33968 -1.29437
33 H -0.23624 -3.70082 -5.01590
34 H -2.15275 -1.85740 -4.40811
35 H -2.43332 -3.48921 -4.93788
36 H -2.12074 -3.42434 -2.00168
37 H -4.34769 -1.85960 -3.38601
38 H -4.39698 -2.24616 -1.68343
39 H -3.16587 -1.10095 -2.33153
40 H -4.52019 -4.44080 -2.32814
41 H -4.13450 -4.43440 -4.03529
42 H -3.13371 -5.37959 -2.88894
43 H -0.31630 -0.72352 -5.49086
44 H 0.69521 -2.01575 -6.11598
45 H 2.23067 -0.30019 -4.32476
46 H 0.54594 1.34622 -5.65742
47 H 2.24223 1.74915 -5.42864
48 H 1.71538 1.05529 -6.95656
49 H 3.61803 -1.16098 -5.61183
50 H -1.50735 0.12268 -3.43858
51 H -0.61235 0.77584 -2.28163
52 H -0.54679 -2.22904 -1.33462
53 C -8.85076 0.67106 2.97978
54 O -7.59238 1.27589 3.18953
55 C -6.78260 0.61867 4.15764
56 C -5.54618 0.03077 3.51638
57 N -5.89093 -1.08956 2.65382
58 C -4.78352 -1.59460 1.84570
59 C -4.20376 -0.67326 0.78098
60 O -5.09699 -0.38829 -0.27956
61 C -5.94701 0.72315 -0.08684
62 H -9.40407 1.30635 2.29024
63 H -8.75770 -0.32772 2.53961
64 H -9.41510 0.59304 3.91491
65 H -7.35213 -0.15888 4.67489
66 H -6.47925 1.36603 4.89695
67 H -4.87210 -0.32244 4.30231
68 H -5.03671 0.84000 2.97394
69 H -6.63983 -0.80415 2.03577
70 H -5.13396 -2.49955 1.34387
71 H -3.97598 -1.90099 2.51745
72 H -3.35729 -1.19477 0.32621
73 H -3.80588 0.25788 1.20227
74 H -5.47411 1.49367 0.52863
75 H -6.90161 0.43957 0.36830
76 H -6.16072 1.14490 -1.06961
77 C 3.75523 7.26143 -0.96366
78 O 4.39141 6.25391 -1.71961
79 C 5.25280 5.41148 -0.96227
80 C 4.72709 3.99468 -0.92453
81 N 3.50958 3.91307 -0.13020
82 C 2.83109 2.61947 -0.19516
83 C 2.23353 2.19847 -1.52985
84 O 1.15041 3.01017 -1.94788
85 C 1.49439 4.14628 -2.71108
86 H 3.19780 7.88537 -1.66028
87 H 3.05679 6.84459 -0.22955
88 H 4.48579 7.88674 -0.43949
89 H 5.37872 5.80042 0.05264
90 H 6.23166 5.41478 -1.45085
91 H 5.48556 3.34625 -0.47586
92 H 4.57461 3.66694 -1.96214
93 H 2.86928 4.63193 -0.44259
94 H 2.01741 2.64776 0.53420
95 H 3.52717 1.84453 0.14103
96 H 1.82404 1.19326 -1.39879
97 H 2.98673 2.12283 -2.32335
98 H 2.38863 3.97142 -3.31581
99 H 1.65241 5.03295 -2.08704
100 H 0.65947 4.35572 -3.38061
101 C 0.18785 3.09247 5.40634
102 O 1.37358 3.67394 5.91072
103 C 1.85412 3.07984 7.10895
104 C 3.18438 2.39967 6.87404
105 N 3.02108 1.21902 6.03972
106 C 4.26940 0.60760 5.59669
107 C 5.15757 1.41084 4.65364
108 O 4.58703 1.63243 3.38234
109 C 3.78362 2.79487 3.26079
110 H -0.12070 3.68308 4.54587
111 H 0.34330 2.05770 5.08361
112 H -0.61267 3.11350 6.15295
113 H 1.12632 2.36830 7.50963
114 H 1.98778 3.87931 7.84438
115 H 3.60487 2.09620 7.83786
116 H 3.86180 3.14257 6.42866
117 H 2.47733 1.47034 5.22391
118 H 4.01108 -0.32515 5.09051
119 H 4.85504 0.33526 6.48122
120 H 6.06257 0.82136 4.48080
121 H 5.48087 2.36168 5.09704
122 H 4.14221 3.59950 3.91000
123 H 2.73443 2.58450 3.49112
124 H 3.83955 3.13367 2.22787

As for the spin multiplicity: 1. Its total charge is -1. As for the HOMO-LUMO gap: 6.582 eV. As for the LUMO energy: 1.933 eV. As for the total energy: -3186.48980 Ha.

Atomic partial charges in e from the Löwdin method, atoms 1 to 6: -0.013 -0.492 0.112 0.057 -0.553 0.085